C31H30Cl2N5O2P2Sm | ωB97M-V/def2-TZVPD

Atoms and positions in Å:
Sm (-0.253, 0.095, -0.258)
Cl (-1.581, 5.776, -4.594)
C (-0.678, 4.518, -3.826)
C (-1.345, 3.392, -3.368)
C (-0.641, 2.359, -2.753)
N (-1.187, 1.148, -2.313)
C (-2.228, 0.649, -2.995)
O (-2.913, 1.176, -3.867)
C (-2.491, -0.811, -2.677)
C (-3.159, -1.556, -3.649)
C (-3.395, -2.898, -3.428)
C (-3.006, -3.440, -2.209)
C (-2.362, -2.626, -1.294)
N (-2.063, -1.348, -1.529)
C (0.765, 2.487, -2.614)
C (1.418, 3.615, -3.078)
C (0.698, 4.630, -3.694)
Cl (1.550, 6.006, -4.302)
N (1.423, 1.374, -2.092)
C (1.801, 1.309, -0.862)
O (2.166, 0.208, -0.339)
C (1.534, 2.512, 0.033)
C (2.311, 3.663, 0.046)
C (1.870, 4.757, 0.771)
C (0.673, 4.665, 1.464)
C (-0.030, 3.474, 1.411)
N (0.376, 2.419, 0.706)
H (-2.409, 3.307, -3.518)
H (-3.469, -1.042, -4.546)
H (-3.879, -3.511, -4.174)
H (-3.204, -4.471, -1.970)
H (-2.079, -2.997, -0.315)
H (2.493, 3.688, -3.008)
H (3.237, 3.693, -0.505)
H (2.451, 5.666, 0.789)
H (0.293, 5.502, 2.028)
H (-0.959, 3.343, 1.951)
C (1.720, -2.617, -2.220)
P (1.096, -2.460, -0.500)
C (0.555, -4.209, -0.220)
C (2.689, -2.494, 0.445)
C (2.483, -2.135, 1.911)
P (1.811, -0.417, 2.211)
C (3.428, 0.479, 2.270)
C (1.636, -0.613, 4.050)
H (2.482, -3.395, -2.290)
H (2.137, -1.660, -2.532)
H (0.882, -2.865, -2.874)
H (1.380, -4.909, -0.336)
H (-0.219, -4.449, -0.945)
H (0.141, -4.313, 0.781)
H (3.370, -1.783, -0.022)
H (3.119, -3.499, 0.363)
H (3.432, -2.217, 2.450)
H (1.775, -2.830, 2.371)
H (4.035, 0.119, 3.101)
H (3.246, 1.546, 2.397)
H (3.958, 0.326, 1.333)
H (2.445, -1.218, 4.462)
H (0.684, -1.079, 4.288)
H (1.659, 0.378, 4.503)
N (-4.151, -2.537, 6.030)
C (-3.671, -2.068, 5.100)
C (-3.041, -1.516, 3.964)
C (-3.439, -0.295, 3.420)
C (-2.791, 0.211, 2.304)
C (-1.683, -0.409, 1.683)
C (-1.329, -1.642, 2.286)
C (-1.981, -2.200, 3.368)
H (-4.256, 0.250, 3.878)
H (-3.164, 1.151, 1.902)
H (-0.486, -2.203, 1.871)
H (-1.678, -3.156, 3.777)

The value obtained for the largest force on an atom is 2.14 eV/Å. The LUMO energy (spin up / spin down) is -0.22 / -0.18 eV. As for the molar mass: 787.83 g/mol. Its expectation value of S² is 8.7626. Its spin multiplicity is 6. As for the total charge: 0. The value obtained for the HOMO-LUMO gap (spin up / spin down) is 7.57 / 7.62 eV. For the energy above the lowest of the compared OMol25 structures with the same formula, charge and spin, the calculation gives 0.987 eV.